Record 1
ORCA calculation (ωB97M-V with the def2-TZVPD basis set) on the molecule CH2BrNO.

Each line ends with the Löwdin charge.
Positions of all 6 atoms, in Å:
N: -0.001 0.751 0.089  0.03
C: 0.123 -0.700 0.122  -0.97
O: 0.876 -1.316 0.771  0.05
Br: -1.236 -1.397 -0.989  0.74
H: 0.330 1.364 0.791  0.07
H: -0.091 1.298 -0.785  0.09

Structure (SMILES): NC(=O)Br
Kohn-Sham gap (eV): 11.05

---

Record 2
ORCA calculation (ωB97M-V with the def2-TZVPD basis set) on an isolated ion of composition C2H4O3PS and charge -1.

Each line ends with the Löwdin charge.
Positions of all 11 atoms, in Å:
C: 0.588 -0.562 0.277  -0.69
C: -0.147 0.113 1.333  -0.20
O: 2.211 0.916 -1.272  -0.40
O: 2.408 0.954 1.248  -0.41
O: 3.354 -0.836 0.013  -0.38
P: 0.305 -1.897 -0.746  0.70
S: 2.358 0.180 0.016  0.33
H: 0.181 -0.029 2.369  0.08
H: -1.212 0.055 1.246  0.05
H: 0.109 1.106 1.180  0.04
H: 1.614 -1.748 -1.380  -0.13

Total charge: -1
Expectation value of S²: 2.01
2S+1: 3
Kohn-Sham gap (alpha / beta) (eV): 6.65 / 6.42

---

Record 3
ORCA calculation (ωB97M-V with the def2-TZVPD basis set) on C24H26BrCl2IrN4OS3 as an isolated structure.

Each line ends with the Löwdin charge.
Positions of all 62 atoms, in Å:
Ir: -0.685 0.521 -0.136  0.90
C: 0.964 0.940 3.847  0.00
C: 0.423 1.171 2.480  -0.25
N: -0.427 0.402 1.902  -0.14
N: -1.067 -0.551 2.682  0.04
C: -2.021 -1.140 2.023  -0.81
N: -2.746 -2.092 2.663  0.10
S: -2.500 -0.790 0.393  0.66
C: 0.794 2.398 1.709  -0.21
C: 1.680 3.344 2.176  0.03
C: 1.844 4.517 1.443  -0.01
C: 1.102 4.706 0.291  -0.01
C: 0.253 3.691 -0.126  -0.12
N: 0.122 2.567 0.563  -0.06
H: 0.719 -0.063 4.180  0.08
H: 0.562 1.649 4.573  0.11
H: 2.047 1.071 3.814  0.09
H: -2.633 -2.142 3.663  0.11
H: -3.654 -2.332 2.301  0.09
H: 2.240 3.174 3.085  0.12
H: 2.541 5.273 1.778  0.12
H: 1.170 5.621 -0.280  0.12
H: -0.341 3.774 -1.028  0.12
Cl: -0.826 0.635 -2.524  0.79
C: -2.285 1.576 -2.869  -0.58
C: -2.616 1.712 -4.204  -0.10
C: -3.741 2.449 -4.527  -0.06
C: -4.495 3.030 -3.516  -0.09
C: -4.127 2.869 -2.194  -0.68
Cl: -5.079 3.617 -0.959  0.70
C: -2.997 2.128 -1.820  -0.66
S: -2.604 1.986 -0.113  0.61
H: -2.005 1.252 -4.968  0.11
H: -4.029 2.571 -5.562  0.12
H: -5.376 3.612 -3.747  0.11
Br: 6.065 0.493 -0.114  0.76
C: 4.183 0.418 -0.209  -0.70
C: 3.488 -0.457 0.610  -0.12
C: 2.101 -0.476 0.565  -0.14
C: 1.385 0.358 -0.296  -0.33
C: 2.117 1.198 -1.134  -0.14
C: 3.505 1.241 -1.092  -0.12
H: 4.025 -1.107 1.289  0.11
H: 1.577 -1.156 1.226  0.08
H: 1.611 1.854 -1.835  0.08
H: 4.052 1.915 -1.737  0.11
C: 2.042 -4.333 1.521  -0.13
C: 1.486 -4.000 0.143  -0.37
S: -0.153 -3.232 0.270  0.91
O: -0.126 -2.036 -0.662  -0.66
C: -1.156 -4.469 -0.563  -0.39
C: -0.871 -4.579 -2.052  -0.12
H: 3.058 -4.716 1.434  0.08
H: 1.440 -5.091 2.022  0.08
H: 2.063 -3.451 2.164  0.06
H: 1.412 -4.892 -0.478  0.08
H: 2.084 -3.253 -0.380  0.09
H: -2.183 -4.148 -0.380  0.08
H: -0.987 -5.402 -0.018  0.10
H: -0.954 -3.601 -2.523  0.07
H: -1.596 -5.248 -2.513  0.08
H: 0.125 -4.972 -2.255  0.07

Total charge: +1
Expectation value of S²: 0.76
2S+1: 2
Kohn-Sham gap (alpha / beta) (eV): 6.69 / 6.39

---

Record 4
ORCA calculation (ωB97M-V with the def2-TZVPD basis set) on C39H57CrNO2S3Se as an isolated structure.

Each line ends with the Löwdin charge.
Positions of all 104 atoms, in Å:
Cr: 1.871 -0.684 -0.755  0.43
C: 2.852 -3.975 -1.668  -0.45
C: 2.720 -4.101 -3.180  -0.49
S: 1.656 -2.884 -3.995  0.94
C: 2.793 -1.836 -4.934  -0.50
C: 2.597 -0.369 -4.589  -0.48
S: 2.995 0.151 -2.901  0.94
C: 4.676 -0.467 -2.648  -0.46
C: 4.836 -1.920 -2.191  -0.44
S: 3.617 -2.478 -0.963  0.93
H: 1.866 -3.973 -1.204  0.06
H: 3.420 -4.823 -1.283  0.09
H: 3.685 -4.139 -3.685  0.07
H: 2.262 -5.076 -3.358  0.09
H: 3.824 -2.151 -4.787  0.07
H: 2.579 -1.959 -5.996  0.08
H: 3.190 0.266 -5.250  0.09
H: 1.551 -0.082 -4.711  0.09
H: 5.232 -0.312 -3.575  0.10
H: 5.104 0.207 -1.909  0.07
H: 4.775 -2.606 -3.028  0.05
H: 5.825 -2.041 -1.749  0.09
C: -3.701 -3.041 3.601  -0.04
C: -3.986 -2.095 2.426  -0.56
C: -4.198 -0.671 2.959  -0.04
C: -5.274 -2.550 1.740  -0.06
C: -2.794 -2.097 1.471  -0.16
C: -1.545 -1.707 1.929  -0.05
C: -0.480 -1.675 1.050  -0.37
Se: 1.190 -0.933 1.630  1.26
C: 0.597 0.892 1.618  -0.38
C: 0.283 1.533 2.801  -0.06
C: -0.336 2.776 2.762  -0.16
C: -0.635 3.298 1.504  0.05
C: -0.339 2.669 0.294  -0.07
C: 0.328 1.434 0.357  -0.35
O: 0.690 0.768 -0.746  -0.26
C: -0.780 3.258 -1.049  -0.52
C: -1.507 4.593 -0.876  -0.06
C: -1.752 2.277 -1.727  -0.03
C: 0.426 3.507 -1.968  -0.04
C: -0.700 3.483 4.067  -0.56
C: -1.666 2.597 4.867  -0.04
C: 0.573 3.722 4.890  -0.05
C: -1.377 4.832 3.823  -0.06
C: -0.569 -2.020 -0.299  -0.33
O: 0.529 -1.970 -1.080  -0.31
C: -1.830 -2.430 -0.778  -0.07
C: -2.890 -2.452 0.126  0.05
C: -2.029 -2.834 -2.240  -0.52
C: -1.634 -1.668 -3.160  -0.04
C: -1.187 -4.087 -2.525  -0.05
C: -3.485 -3.184 -2.556  -0.06
H: -4.544 -3.043 4.295  0.09
H: -2.813 -2.736 4.156  0.08
H: -3.545 -4.062 3.248  0.09
H: -5.046 -0.647 3.646  0.09
H: -4.400 0.023 2.140  0.09
H: -3.320 -0.308 3.497  0.07
H: -6.093 -2.532 2.461  0.09
H: -5.191 -3.570 1.360  0.09
H: -5.547 -1.892 0.913  0.09
H: -1.397 -1.401 2.958  0.11
H: 0.505 1.049 3.745  0.11
H: -1.141 4.249 1.461  0.09
H: -2.409 4.490 -0.272  0.09
H: -1.809 4.963 -1.857  0.09
H: -0.867 5.352 -0.419  0.09
H: -2.633 2.122 -1.101  0.10
H: -1.284 1.311 -1.906  0.07
H: -2.084 2.687 -2.684  0.09
H: 1.143 4.182 -1.493  0.09
H: 0.090 3.980 -2.893  0.09
H: 0.926 2.576 -2.231  0.05
H: -1.218 1.634 5.116  0.08
H: -2.579 2.409 4.298  0.09
H: -1.941 3.088 5.803  0.09
H: 1.079 2.785 5.130  0.08
H: 0.327 4.218 5.830  0.09
H: 1.274 4.355 4.343  0.09
H: -2.315 4.722 3.277  0.09
H: -0.730 5.515 3.269  0.09
H: -1.607 5.299 4.782  0.09
H: -3.855 -2.757 -0.246  0.09
H: -0.614 -1.339 -2.978  0.04
H: -2.306 -0.823 -2.998  0.09
H: -1.722 -1.975 -4.206  0.09
H: -0.145 -3.927 -2.257  0.03
H: -1.239 -4.350 -3.584  0.09
H: -1.564 -4.931 -1.943  0.10
H: -4.153 -2.338 -2.386  0.09
H: -3.840 -4.035 -1.972  0.09
H: -3.559 -3.456 -3.611  0.09
C: 5.123 2.409 1.336  -0.03
C: 4.180 2.861 0.430  -0.01
C: 3.346 1.945 -0.185  -0.11
N: 3.422 0.629 0.056  -0.07
C: 4.334 0.197 0.940  -0.15
C: 5.201 1.048 1.595  -0.02
H: 5.784 3.102 1.838  0.12
H: 4.073 3.912 0.202  0.12
H: 2.585 2.259 -0.884  0.09
H: 4.357 -0.869 1.131  0.09
H: 5.913 0.646 2.301  0.12

Total charge: +1
Expectation value of S²: 3.79
2S+1: 4
Kohn-Sham gap (alpha / beta) (eV): 7.05 / 7.19

---

Record 5
ORCA calculation (ωB97M-V with the def2-TZVPD basis set) on the molecule C4H6N2.

Each line ends with the Löwdin charge.
Positions of all 12 atoms, in Å:
N: 0.949 0.863 -0.987  -0.04
C: 0.553 -0.140 -1.548  -0.07
C: -0.315 -1.108 -0.767  -0.19
C: -0.427 -0.857 0.718  -0.28
C: 0.941 1.858 -0.158  -0.01
N: -1.560 -0.802 1.288  0.09
H: -1.320 -1.059 -1.205  0.11
H: 0.066 -2.117 -0.955  0.10
H: 0.526 -0.728 1.247  0.11
H: 0.188 2.621 -0.301  0.07
H: 1.846 2.102 0.377  0.06
H: -1.445 -0.633 2.291  0.05

Kohn-Sham gap (alpha / beta) (eV): 8.84 / 8.84

---

Record 6
ORCA calculation (ωB97M-V with the def2-TZVPD basis set) on the molecule C3H9N2O2P.

Each line ends with the Löwdin charge.
Positions of all 17 atoms, in Å:
C: -1.858 -0.338 0.150  -0.22
C: -1.393 -1.036 -1.120  -0.31
C: 2.279 0.670 1.579  -0.10
N: -0.949 0.850 0.112  0.09
N: -0.006 -0.904 -1.234  -0.10
O: 1.318 1.589 -1.287  -0.31
O: 1.601 -0.194 0.547  -0.30
P: 0.620 0.457 -0.592  0.45
H: -2.907 0.010 0.099  0.09
H: -1.703 -0.901 1.092  0.13
H: -1.615 -2.206 -1.122  0.15
H: -1.975 -0.861 -2.014  0.10
H: 3.345 0.535 1.451  0.07
H: 1.898 0.214 2.565  0.10
H: 1.955 1.723 1.410  0.06
H: -1.127 1.801 0.321  -0.05
H: 0.517 -1.410 -1.958  0.14

Expectation value of S²: 2.01
2S+1: 3
Kohn-Sham gap (alpha / beta) (eV): 3.87 / 6.68

---

What did the first record say?
ORCA calculation (ωB97M-V with the def2-TZVPD basis set) on the molecule CH2BrNO.

Each line ends with the Löwdin charge.
Positions of all 6 atoms, in Å:
N: -0.001 0.751 0.089  0.03
C: 0.123 -0.700 0.122  -0.97
O: 0.876 -1.316 0.771  0.05
Br: -1.236 -1.397 -0.989  0.74
H: 0.330 1.364 0.791  0.07
H: -0.091 1.298 -0.785  0.09

Structure (SMILES): NC(=O)Br
Kohn-Sham gap (eV): 11.05